Record 1
C27H26N4O9 | the ωB97M-V functional and the def2-TZVPD basis

Properties
**Max |F|**: 3.77 eV Å⁻¹
**Structure (SMILES)**: O=[N+]([O-])c1ccccc1.O=[N+]([O-])c1ccccc1.O=[N+]([O-])c1ccccc1.O=[N+]([O-])c1ccccc1.CC(C)=O
**HOMO**: -0.354 Eh
**Multiplicity**: 1
**Gap between HOMO and LUMO**: 0.3154 Ha
**E**: -1940.2030 hartree

Each line ends with the Löwdin charge.
Cartesian coordinates (Å):
C1 -26.33 8.85 -17.02  -0.0575
C2 -26.99 8.83 -15.75  -0.0519
C3 -26.63 7.79 -14.87  0.0044
C4 -25.70 6.74 -15.24  -0.1082
C5 -25.10 6.77 -16.51  -0.0094
C6 -25.48 7.78 -17.41  -0.0724
N1 -25.42 5.65 -14.25  -0.3365
O1 -26.08 5.66 -13.20  0.0382
O2 -24.66 4.72 -14.45  0.0779
H1 -26.53 9.56 -17.82  0.0961
H2 -27.68 9.63 -15.54  0.1012
H3 -27.06 7.79 -13.88  0.1064
H4 -24.51 5.93 -16.86  0.1129
H5 -25.09 7.69 -18.42  0.0989
C7 -15.97 12.96 -25.21  -0.0752
C8 -17.37 13.01 -25.33  -0.0695
C9 -17.98 13.49 -26.46  -0.0079
C10 -17.17 13.85 -27.55  -0.1234
C11 -15.80 13.85 -27.38  -0.0190
C12 -15.19 13.38 -26.24  -0.0829
N2 -17.82 14.37 -28.80  -0.3136
O3 -17.18 14.31 -29.85  0.0684
O4 -18.96 14.87 -28.71  0.0561
H6 -15.52 12.69 -24.26  0.1083
H7 -17.88 12.82 -24.40  0.1066
H8 -19.05 13.62 -26.49  0.1187
H9 -15.17 14.17 -28.19  0.1204
H10 -14.12 13.33 -26.20  0.1131
C13 -11.10 12.75 -19.34  -0.0900
C14 -11.96 12.06 -18.52  -0.0684
C15 -12.02 10.68 -18.69  -0.0128
C16 -11.33 9.99 -19.68  -0.1332
C17 -10.48 10.74 -20.51  -0.0015
C18 -10.38 12.13 -20.35  -0.0563
N3 -11.38 8.50 -19.83  -0.2859
O5 -12.29 7.87 -19.24  0.0639
O6 -10.61 8.01 -20.72  0.0361
H11 -10.96 13.78 -19.03  0.1064
H12 -12.45 12.54 -17.69  0.1093
H13 -12.74 10.11 -18.13  0.1132
H14 -9.93 10.28 -21.32  0.1134
H15 -9.73 12.70 -21.00  0.1058
C19 -19.76 13.56 -16.30  -0.0486
C20 -20.78 12.66 -15.80  -0.0541
C21 -21.47 12.93 -14.65  -0.0226
C22 -21.25 14.14 -14.01  -0.1510
C23 -20.33 15.06 -14.48  0.0069
C24 -19.56 14.74 -15.61  -0.0729
N4 -22.05 14.52 -12.84  -0.3493
O7 -22.99 13.79 -12.55  0.0677
O8 -21.75 15.49 -12.18  0.0787
H16 -19.13 13.22 -17.11  0.1009
H17 -21.03 11.76 -16.35  0.1021
H18 -22.15 12.20 -14.25  0.1206
H19 -20.38 16.03 -14.01  0.1175
H20 -18.85 15.42 -16.07  0.1039
C25 -26.87 19.88 -7.91  -0.0422
C26 -28.00 19.14 -7.37  -0.5145
O9 -28.28 19.26 -6.18  0.0625
C27 -28.74 18.29 -8.37  -0.0270
H21 -27.32 20.69 -8.49  0.0945
H22 -26.30 19.29 -8.63  0.0860
H23 -26.19 20.31 -7.18  0.0907
H24 -29.14 18.86 -9.21  0.0846
H25 -29.59 17.78 -7.91  0.0803
H26 -28.12 17.48 -8.76  0.0849



Record 2
C27H26N5ORuSb | the ωB97M-V functional and the def2-TZVPD basis

Properties
**Max |F|**: 0.79 eV Å⁻¹
**Net charge**: +1
**HOMO (alpha / beta)**: -0.377 / -0.365 Eh
**Multiplicity**: 2
**Gap between HOMO and LUMO (alpha / beta)**: 0.2695 / 0.2559 Ha
**E**: -1728.4020 hartree

Each line ends with the Löwdin spin population.
Cartesian coordinates (Å):
Ru1 0.03 0.03 -1.09  0.4344
C1 2.59 -3.80 -0.95  0.0005
C2 1.98 -3.44 0.37  -0.0004
C3 2.71 -3.42 1.56  0.0001
C4 2.07 -3.10 2.75  -0.0003
C5 0.72 -2.77 2.72  0.0000
C6 0.08 -2.76 1.49  0.0004
N1 0.68 -3.10 0.35  -0.0009
Sb1 -1.99 -2.22 1.27  0.0002
C7 -2.02 -2.33 -0.86  0.0004
C8 -2.89 -3.31 -1.32  0.0002
C9 -3.08 -3.49 -2.68  0.0003
C10 -2.43 -2.62 -3.53  -0.0005
C11 -1.59 -1.63 -3.03  -0.0056
C12 -0.99 -0.67 -4.01  -0.0124
N2 -1.35 -1.50 -1.70  -0.0027
C13 -2.00 -0.04 1.37  0.0042
C14 -2.54 0.51 2.52  0.0002
C15 -2.81 1.87 2.57  0.0025
C16 -2.63 2.62 1.42  -0.0003
C17 -2.11 2.01 0.28  0.0042
C18 -2.04 2.76 -1.01  0.0013
N3 -1.73 0.72 0.28  0.0110
H1 3.65 -4.05 -0.85  0.0000
H2 2.47 -2.95 -1.63  0.0006
H3 2.06 -4.65 -1.38  0.0000
H4 3.76 -3.68 1.55  0.0000
H5 2.61 -3.12 3.68  0.0000
H6 0.19 -2.53 3.63  0.0000
H7 -3.41 -3.94 -0.60  0.0000
H8 -3.73 -4.26 -3.05  0.0000
H9 -2.58 -2.68 -4.60  -0.0003
H10 -1.49 -0.76 -4.97  -0.0012
H11 0.08 -0.85 -4.13  0.0006
H12 -1.09 0.36 -3.65  -0.0075
H13 -2.77 -0.12 3.37  0.0000
H14 -3.20 2.33 3.47  0.0001
H15 -2.88 3.67 1.39  -0.0001
H16 -2.05 3.84 -0.85  0.0001
H17 -2.92 2.50 -1.61  0.0001
H18 -1.16 2.48 -1.59  -0.0009
N4 0.92 -0.04 0.98  -0.0340
C19 1.33 1.25 1.45  -0.0034
C20 1.61 1.52 2.76  -0.0019
C21 2.06 2.81 3.14  -0.0008
C22 2.27 3.78 2.20  -0.0005
C23 1.99 3.52 0.84  0.0001
C24 2.20 4.45 -0.21  0.0037
C25 1.91 4.09 -1.49  -0.0008
C26 1.36 2.82 -1.75  0.0010
N5 1.12 1.95 -0.80  -0.0045
C27 1.48 2.26 0.48  0.0010
H19 1.72 -0.63 0.78  -0.0001
H20 0.38 -0.51 1.70  -0.0012
H21 1.51 0.74 3.51  -0.0003
H22 2.28 3.01 4.18  -0.0001
H23 2.65 4.75 2.48  -0.0001
H24 2.60 5.43 0.03  0.0002
H25 2.09 4.77 -2.32  -0.0001
H26 1.09 2.53 -2.75  -0.0001
O1 1.27 -0.42 -2.18  0.6140



Record 3
C27H26N8O7S2Ti | the ωB97M-V functional and the def2-TZVPD basis

Properties
**Max |F|**: 0.60 eV Å⁻¹
**Net charge**: +2
**HOMO**: -0.530 Eh
**Multiplicity**: 1
**Gap between HOMO and LUMO**: 0.2526 Ha
**E**: -3654.5596 hartree

Each line ends with the Löwdin charge.
Cartesian coordinates (Å):
Ti1 0.01 -1.01 1.09  1.2086
O1 -1.67 -2.00 1.45  -0.3542
S1 -1.46 -3.17 0.48  0.7349
O2 -1.12 -4.42 1.06  -0.2093
N1 -0.28 -2.41 -0.32  -0.1868
C1 0.90 -2.97 -0.86  -0.2301
C2 1.10 -4.21 -1.40  0.0348
C3 2.38 -4.54 -1.91  -0.0216
C4 3.42 -3.66 -1.87  0.0101
C5 3.23 -2.37 -1.30  -0.1229
C6 4.22 -1.37 -1.22  0.0603
C7 3.93 -0.15 -0.65  0.0078
C8 2.66 0.06 -0.09  -0.0491
N2 1.72 -0.87 -0.15  0.0102
C9 1.97 -2.05 -0.79  -0.1586
C10 -2.87 -3.31 -0.51  -0.2916
C11 -3.57 -4.51 -0.48  -0.0270
C12 -4.72 -4.63 -1.25  -0.0305
C13 -5.14 -3.56 -2.03  -0.0241
C14 -4.44 -2.36 -2.05  -0.0376
C15 -3.29 -2.23 -1.28  -0.0451
H1 0.30 -4.93 -1.47  0.1301
H2 2.53 -5.52 -2.34  0.1254
H3 4.39 -3.92 -2.27  0.1316
H4 5.21 -1.56 -1.62  0.1403
H5 4.67 0.64 -0.59  0.1266
H6 2.40 0.99 0.41  0.1089
H7 -3.22 -5.33 0.13  0.1229
H8 -5.27 -5.55 -1.25  0.1248
H9 -6.04 -3.66 -2.63  0.1247
H10 -4.78 -1.54 -2.66  0.1212
H11 -2.73 -1.30 -1.29  0.0990
N3 1.94 -3.64 3.77  0.2639
C16 1.59 -2.45 3.33  -0.3909
O3 0.97 -2.36 2.20  -0.1170
C17 1.87 -1.25 4.06  -0.1371
C18 1.32 -0.22 3.36  -0.0684
N4 0.71 0.33 2.52  0.1258
C19 2.58 -1.22 5.28  -0.1787
N5 3.15 -1.30 6.28  0.2020
H12 1.70 -4.46 3.24  0.1479
H13 2.42 -3.75 4.66  0.1408
C20 2.02 6.60 -1.22  -0.0989
C21 1.73 5.75 0.01  -0.2789
S2 0.63 4.38 -0.32  0.6948
O4 1.13 3.21 0.38  -0.3301
O5 0.36 4.27 -1.73  -0.2769
C22 -0.94 4.82 0.45  -0.1829
C23 -2.09 4.00 -0.15  -0.0958
N6 -1.73 2.58 -0.34  0.0714
C24 -1.51 1.70 0.65  -0.2956
N7 -0.97 0.59 0.16  0.0014
C25 -0.80 0.77 -1.20  -0.0188
C26 -1.26 2.00 -1.50  -0.1351
N8 -1.34 2.56 -2.84  -0.3432
O6 -2.08 3.50 -3.01  0.1169
O7 -0.71 1.97 -3.68  0.1385
C27 -1.84 1.94 2.07  0.0254
H14 2.60 7.47 -0.91  0.0916
H15 1.11 6.94 -1.70  0.0845
H16 2.60 6.04 -1.95  0.0865
H17 1.28 6.34 0.81  0.1085
H18 2.62 5.28 0.42  0.1049
H19 -1.14 5.87 0.22  0.1231
H20 -0.84 4.71 1.53  0.1088
H21 -2.37 4.38 -1.12  0.1175
H22 -2.97 4.05 0.49  0.1400
H23 -0.39 0.02 -1.86  0.1347
H24 -2.67 2.64 2.17  0.0996
H25 -0.96 2.35 2.59  0.0911
H26 -2.13 1.01 2.56  0.0947



Question: Number 2 is which compound?
Answer: C27H26N5ORuSb



Question: Among the records above, which one has the highest multiplicity?
Answer: C27H26N5ORuSb



Please write out number 2 again, unchanged.
C27H26N5ORuSb | the ωB97M-V functional and the def2-TZVPD basis

Properties
**Max |F|**: 0.79 eV Å⁻¹
**Net charge**: +1
**HOMO (alpha / beta)**: -0.377 / -0.365 Eh
**Multiplicity**: 2
**Gap between HOMO and LUMO (alpha / beta)**: 0.2695 / 0.2559 Ha
**E**: -1728.4020 hartree

Each line ends with the Löwdin spin population.
Cartesian coordinates (Å):
Ru1 0.03 0.03 -1.09  0.4344
C1 2.59 -3.80 -0.95  0.0005
C2 1.98 -3.44 0.37  -0.0004
C3 2.71 -3.42 1.56  0.0001
C4 2.07 -3.10 2.75  -0.0003
C5 0.72 -2.77 2.72  0.0000
C6 0.08 -2.76 1.49  0.0004
N1 0.68 -3.10 0.35  -0.0009
Sb1 -1.99 -2.22 1.27  0.0002
C7 -2.02 -2.33 -0.86  0.0004
C8 -2.89 -3.31 -1.32  0.0002
C9 -3.08 -3.49 -2.68  0.0003
C10 -2.43 -2.62 -3.53  -0.0005
C11 -1.59 -1.63 -3.03  -0.0056
C12 -0.99 -0.67 -4.01  -0.0124
N2 -1.35 -1.50 -1.70  -0.0027
C13 -2.00 -0.04 1.37  0.0042
C14 -2.54 0.51 2.52  0.0002
C15 -2.81 1.87 2.57  0.0025
C16 -2.63 2.62 1.42  -0.0003
C17 -2.11 2.01 0.28  0.0042
C18 -2.04 2.76 -1.01  0.0013
N3 -1.73 0.72 0.28  0.0110
H1 3.65 -4.05 -0.85  0.0000
H2 2.47 -2.95 -1.63  0.0006
H3 2.06 -4.65 -1.38  0.0000
H4 3.76 -3.68 1.55  0.0000
H5 2.61 -3.12 3.68  0.0000
H6 0.19 -2.53 3.63  0.0000
H7 -3.41 -3.94 -0.60  0.0000
H8 -3.73 -4.26 -3.05  0.0000
H9 -2.58 -2.68 -4.60  -0.0003
H10 -1.49 -0.76 -4.97  -0.0012
H11 0.08 -0.85 -4.13  0.0006
H12 -1.09 0.36 -3.65  -0.0075
H13 -2.77 -0.12 3.37  0.0000
H14 -3.20 2.33 3.47  0.0001
H15 -2.88 3.67 1.39  -0.0001
H16 -2.05 3.84 -0.85  0.0001
H17 -2.92 2.50 -1.61  0.0001
H18 -1.16 2.48 -1.59  -0.0009
N4 0.92 -0.04 0.98  -0.0340
C19 1.33 1.25 1.45  -0.0034
C20 1.61 1.52 2.76  -0.0019
C21 2.06 2.81 3.14  -0.0008
C22 2.27 3.78 2.20  -0.0005
C23 1.99 3.52 0.84  0.0001
C24 2.20 4.45 -0.21  0.0037
C25 1.91 4.09 -1.49  -0.0008
C26 1.36 2.82 -1.75  0.0010
N5 1.12 1.95 -0.80  -0.0045
C27 1.48 2.26 0.48  0.0010
H19 1.72 -0.63 0.78  -0.0001
H20 0.38 -0.51 1.70  -0.0012
H21 1.51 0.74 3.51  -0.0003
H22 2.28 3.01 4.18  -0.0001
H23 2.65 4.75 2.48  -0.0001
H24 2.60 5.43 0.03  0.0002
H25 2.09 4.77 -2.32  -0.0001
H26 1.09 2.53 -2.75  -0.0001
O1 1.27 -0.42 -2.18  0.6140



Question: Which of these has the lowest E?
Answer: C27H26N8O7S2Ti